Record 1
A molecular structure, C27H63Fe2N9O13P at a distorted geometry, computed with the ωB97M-V functional and the def2-TZVPD basis.

XYZ file:
```
115
Properties=species:S:1:pos:R:3:forces:R:3
Fe 13.683998 -26.730538 -8.989342 0.2056 -0.3128 0.8479
Fe 14.991642 -27.137371 -1.309022 -0.3290 -0.2390 -0.9903
P 14.331212 -27.182154 -5.077772 0.0617 -0.3609 1.2612
O 13.301480 -27.167932 -3.912544 1.1254 -0.1341 -0.9299
O 14.325920 -25.958252 -5.975285 -0.1451 2.6049 -0.4609
O 14.151269 -28.207137 -6.197264 -0.2889 -1.7964 0.1182
O 15.648612 -27.277945 -4.283238 -0.7531 -0.1332 0.1490
C 10.833373 -28.544757 2.301094 0.9396 1.0531 -0.9349
O 11.686340 -28.123800 1.504243 -1.3000 -0.9964 0.6340
N 9.741403 -29.305399 2.050623 -0.3425 -0.7688 2.4935
C 8.868487 -29.684058 3.220195 0.7393 0.4132 -0.5278
C 9.390654 -29.833247 0.782446 -0.2604 0.1352 -1.6276
H 10.877517 -28.218010 3.351569 -0.0242 -0.2121 0.0050
H 8.861607 -30.756402 3.415492 -0.1594 -0.1093 -0.5350
H 7.864955 -29.284603 3.073733 -0.0334 -0.2388 -0.1177
H 9.243523 -29.272461 4.157226 0.2123 0.3570 -0.2686
H 10.048907 -29.372417 0.045945 -0.2648 0.1583 -0.1006
H 9.431624 -30.901806 0.571260 0.6676 -0.4102 0.9317
H 8.339877 -29.651675 0.556594 -0.0517 0.6657 -0.0428
C 16.667182 -20.377723 -7.076842 0.4811 0.9397 1.7035
O 16.845621 -19.752932 -6.024723 -0.4094 -1.0174 -1.2173
N 16.729810 -19.851693 -8.293358 -0.7291 1.1362 -2.8232
C 16.441011 -20.663680 -9.517452 0.1094 -0.1871 1.8536
C 16.779136 -18.386811 -8.621274 -0.1185 -1.3330 0.0392
H 16.479243 -21.459465 -7.158799 0.0151 -0.1284 0.4991
H 15.525878 -20.321564 -10.000763 0.3985 0.4300 -0.4021
H 16.188963 -21.678534 -9.209830 0.2379 -0.1169 0.1398
H 17.352146 -20.717995 -10.113268 -0.3920 0.2397 -0.4222
H 17.167732 -17.805867 -7.784852 0.1109 -0.1523 -0.2938
H 17.322731 -18.321648 -9.563806 0.6939 0.2726 0.3838
H 15.800928 -18.022801 -8.935432 -0.3862 -0.0909 0.5436
C 12.803326 -30.874298 -12.799501 0.4599 1.3992 2.2969
O 13.040194 -29.825588 -12.138346 -0.2912 -2.2499 -1.3485
N 12.062333 -30.963746 -13.876117 -0.7027 2.5313 -1.6403
C 11.882084 -32.179141 -14.630565 1.2210 -0.7986 0.2967
C 11.360238 -29.754050 -14.364237 -0.8803 -0.9147 -0.1018
H 13.070704 -31.898252 -12.495813 0.6870 0.1932 0.4712
H 12.834074 -32.566650 -14.993379 0.3161 0.2621 -0.1439
H 11.304290 -32.021429 -15.541269 -0.4814 -0.1001 0.5902
H 11.581256 -32.959025 -13.931002 -0.8850 -0.1328 -0.4562
H 10.371107 -30.157696 -14.580501 -0.3424 0.4649 -0.0160
H 11.270062 -28.967691 -13.614822 0.3170 -0.3679 0.0442
H 11.702239 -29.330977 -15.308776 0.5971 -0.1702 0.1104
C 14.056823 -32.504285 -0.532731 -0.6163 0.4718 -0.3757
O 14.694897 -31.497614 -0.246378 -0.3963 -0.9306 0.7629
N 13.272884 -33.322094 0.252381 1.6909 2.9362 -0.1592
C 12.549208 -34.401761 -0.345286 0.6249 -0.2471 0.1968
C 13.392116 -33.273586 1.702522 -1.0403 -1.0907 -0.0434
H 14.016970 -32.778461 -1.598294 -0.1675 -0.3421 -0.0127
H 11.521352 -34.491072 0.006308 -0.0355 0.2895 -0.0383
H 13.086125 -35.300382 -0.041448 -0.2565 -0.5496 -0.4565
H 12.588430 -34.218781 -1.419103 -0.2245 -0.5086 0.0334
H 12.395874 -33.125782 2.119385 -0.0982 0.0918 0.1462
H 13.663125 -34.303589 1.934383 0.3194 0.0435 0.7554
H 14.052153 -32.550324 2.181417 0.2055 -0.0293 -0.8514
C 12.213578 -33.750243 -6.684950 0.2376 -0.7742 0.3560
O 11.102043 -33.971587 -6.258162 -0.1206 0.1730 -0.0979
N 13.166373 -34.700334 -6.910810 0.3551 0.0109 -0.0350
C 12.917188 -36.149172 -6.750167 -1.4952 0.6048 -1.0937
C 14.482657 -34.294087 -7.373373 0.5093 -0.6624 -0.5512
H 12.603450 -32.743888 -6.902787 -0.1334 0.0898 -0.0626
H 11.847029 -36.278764 -6.588755 -0.0026 0.3098 0.6457
H 13.455368 -36.727605 -5.999247 0.3669 0.5757 -0.0102
H 12.967510 -36.612506 -7.735502 0.8227 -0.1666 -0.0598
H 14.778110 -34.873837 -8.247848 0.0701 -0.8288 0.2686
H 14.619643 -33.326290 -7.855771 -0.8400 0.6048 0.8373
H 15.207188 -34.424971 -6.569622 0.2331 0.0791 -0.1798
C 7.347271 -23.440831 -3.550068 1.1146 0.8460 -0.1778
O 6.323778 -23.211328 -2.978292 -1.1276 0.3594 0.4954
N 8.267465 -22.500938 -3.960455 -0.2866 -0.0926 -0.1897
C 9.471910 -22.927460 -4.552899 1.5506 -0.0614 -0.9755
C 8.234149 -21.048686 -3.777769 -2.4366 -0.9521 -0.9833
H 7.662542 -24.473653 -3.764724 0.2172 0.0314 -0.2480
H 10.296168 -22.632619 -3.903466 0.4068 -0.9152 0.3637
H 9.785638 -22.407728 -5.458188 -0.7707 0.6328 -0.3736
H 9.449651 -23.948408 -4.934023 0.1414 -0.2931 0.8781
H 8.079348 -20.603838 -4.760744 1.3001 0.1829 -0.4277
H 7.204828 -20.825529 -3.497052 0.2901 0.1639 1.5752
H 9.080401 -20.665678 -3.207456 -0.3911 0.0858 0.0586
C 8.247711 -28.491523 -7.271958 -0.7371 2.3852 -0.6028
O 8.948039 -27.880451 -8.077705 -0.2234 -1.0530 0.1830
N 6.893451 -28.643648 -7.396028 0.3081 -0.1558 0.0600
C 6.098387 -29.127632 -6.267057 0.1214 -0.7265 -0.6219
C 6.055791 -28.264778 -8.558952 0.2035 0.0176 0.6259
H 8.629778 -28.693874 -6.259412 -0.1176 -0.6625 -0.1281
H 5.353586 -28.403277 -5.937385 0.2624 0.2493 0.1266
H 6.732585 -29.479809 -5.453507 0.0332 0.3702 0.0059
H 5.538743 -30.003848 -6.594412 -0.1345 -0.1235 -0.0147
H 5.307815 -27.575630 -8.166906 -0.2114 -0.0261 -0.1113
H 6.526330 -27.756748 -9.400748 0.6433 -0.2153 0.4554
H 5.553376 -29.155728 -8.935643 -0.0470 -0.0171 0.0039
C 22.774481 -25.797156 -4.562559 -1.6903 0.5619 0.5411
O 23.821770 -26.322162 -4.379285 2.3100 -1.9085 -0.2915
N 22.590846 -24.537284 -4.169036 -3.3441 1.8818 -1.3049
C 23.676568 -23.752720 -3.791448 1.9545 1.0246 0.7563
C 21.316656 -23.776224 -4.292367 0.1564 -0.9565 0.5394
H 21.872874 -26.302111 -4.942450 -0.0810 0.0023 -0.1610
H 24.573021 -23.911014 -4.390978 0.0474 -0.5973 0.1733
H 23.859048 -23.978060 -2.740722 0.6701 0.4537 0.1136
H 23.496864 -22.688447 -3.943542 -0.4437 -0.0425 0.3084
H 21.207586 -23.234317 -5.231805 -0.0106 -0.2828 -0.1692
H 20.485761 -24.445341 -4.068829 -0.1120 -0.1209 -0.6237
H 21.215165 -23.033718 -3.500859 0.5303 -0.0060 0.1084
C 18.678380 -28.185150 -9.530997 -1.7350 -1.0981 0.9938
O 18.062900 -27.294224 -10.057913 0.0009 1.4377 -0.8784
N 19.630038 -28.954164 -10.024825 2.1105 -0.6977 -1.4338
C 20.201783 -30.091905 -9.312268 0.2247 -0.0966 0.0877
C 20.388612 -28.650413 -11.272136 -0.2292 0.9883 0.6915
H 18.288093 -28.571660 -8.576812 0.4086 -0.0933 0.4134
H 21.216734 -29.817480 -9.024778 0.0479 -0.2687 0.2505
H 20.257053 -30.981608 -9.939542 0.0749 0.2170 -0.4673
H 19.643968 -30.467109 -8.454260 -0.2171 0.7401 0.1394
H 20.203228 -29.411463 -12.030110 0.1378 0.2105 0.0190
H 20.235499 -27.631026 -11.626410 -1.2516 -0.2076 -0.1830
H 21.447419 -28.484607 -11.073274 0.2974 -1.1069 0.4138
```
Forces are in eV/Å.

Properties
E in eV: -147095.086
<S²>: 20.07
Kohn-Sham gap (alpha / beta) in eV: 6.13 / 5.21
Multiplicity: 9
Net charge: +1

Löwdin atomic charge list, values in e, 6 entries: atom 1 (Fe): 0.90, atom 2 (Fe): 0.89, atom 3 (P): -0.03, atom 4 (O): -0.20, atom 5 (O): -0.19, atom 6 (O): -0.20



Record 2
A molecular structure, C27H64NOSi7TeV, computed with the ωB97M-V functional and the def2-TZVPD basis.

XYZ file:
```
102
Properties=species:S:1:pos:R:3:forces:R:3
V 0.890526 0.910751 1.036609 -0.1407 -0.6152 0.0945
C 1.347249 3.380395 3.199175 -0.0222 0.0786 0.0291
Si -0.371806 3.251653 2.431373 0.1358 0.0614 0.1022
C -1.134927 4.960931 2.440699 -0.0815 -0.0471 0.0292
C -1.435654 2.210692 3.574549 0.0170 -0.0323 -0.0211
C -0.178908 2.509439 0.655822 0.1210 -0.0372 -0.0183
Si -1.864027 2.523207 -0.251204 -0.0228 0.0385 -0.0354
C -3.261402 1.996958 0.871331 0.0065 0.0248 0.0265
C -2.219326 4.272613 -0.827009 -0.0306 0.0177 -0.0452
C -1.885042 1.383407 -1.726978 0.0652 0.0393 0.1044
Si 1.108031 3.461557 -0.385085 0.0027 -0.0345 0.0629
C 1.204517 5.296951 -0.051305 -0.0395 0.0041 -0.0254
C 1.059369 3.216570 -2.231872 -0.0014 -0.0532 0.0003
C 2.809761 2.770057 0.189801 0.0124 0.2975 0.1169
C 3.982348 3.504412 0.066244 0.1377 -0.1470 -0.0757
C 5.183775 2.965974 0.499918 -0.0001 -0.0426 0.0225
C 5.198475 1.695874 1.061849 -0.0142 0.0463 -0.0288
C 4.004060 1.019238 1.189927 -0.0238 -0.0352 0.0168
N 2.850369 1.554695 0.777166 -0.4563 -0.0138 0.1154
H 1.230598 3.770941 4.214143 0.0043 0.0026 -0.0004
H 2.005114 4.068411 2.663588 0.0038 -0.0205 -0.0101
H 1.868834 2.424917 3.292100 -0.0137 -0.0221 -0.0053
H -1.037393 5.335463 3.464192 -0.0039 0.0049 0.0032
H -2.203665 4.905268 2.224848 0.0085 0.0150 0.0003
H -0.686731 5.692392 1.774604 0.0281 0.0035 -0.0079
H -0.936162 2.138739 4.544358 -0.0028 -0.0090 0.0045
H -1.610313 1.198278 3.217852 -0.0128 0.0048 -0.0121
H -2.402043 2.687696 3.740755 -0.0044 -0.0014 -0.0011
H -3.465924 2.705137 1.674666 0.0047 0.0073 -0.0056
H -3.091017 1.015371 1.312833 -0.0016 0.0265 0.0449
H -4.165826 1.928877 0.259736 0.0019 0.0101 -0.0062
H -2.170413 5.003749 -0.020197 -0.0078 -0.0217 -0.0217
H -3.237040 4.295825 -1.226230 0.0019 0.0013 -0.0142
H -1.557254 4.606455 -1.627294 0.0060 0.0080 -0.0098
H -1.884081 0.342773 -1.395003 0.0435 0.0481 0.0113
H -1.038797 1.513304 -2.399707 0.0156 -0.0022 -0.0081
H -2.803051 1.557232 -2.295031 0.0202 0.0225 0.0293
H 0.265485 5.788210 -0.309246 -0.0033 -0.0110 0.0157
H 1.970471 5.721259 -0.705025 0.0156 0.0015 0.0064
H 1.457340 5.546937 0.977864 -0.0023 0.0119 0.0015
H 0.130216 3.573863 -2.674478 -0.0084 0.0147 -0.0151
H 1.197955 2.171978 -2.510709 -0.0081 0.0001 -0.0063
H 1.876031 3.796893 -2.669054 0.0130 -0.0014 0.0007
H 3.956484 4.493265 -0.370156 -0.0148 -0.0042 -0.0259
H 6.102509 3.529175 0.402840 0.0038 -0.0001 0.0033
H 6.115971 1.239171 1.402910 0.0010 -0.0034 0.0003
H 3.950023 0.029014 1.624297 -0.0039 0.0045 0.0028
C -0.441841 -1.345590 4.194680 -0.0250 -0.0429 -0.0178
C 0.841111 -0.966292 3.472389 0.0364 -0.3132 0.0264
C 1.473304 -2.175882 2.803764 -0.0461 0.0333 -0.0019
C 1.816423 -0.274708 4.411308 -0.0266 0.0375 -0.0207
O 0.487285 -0.022514 2.439985 0.3330 0.7218 -0.3551
H -0.234907 -2.128649 4.924542 0.0086 0.0071 0.0124
H -1.177248 -1.724289 3.483957 0.0227 -0.0011 0.0504
H -0.863412 -0.488693 4.718824 -0.0132 0.0041 -0.0126
H 1.777443 -2.907672 3.552228 -0.0051 -0.0012 0.0166
H 2.350676 -1.881892 2.224750 0.0122 -0.0307 -0.0168
H 0.756813 -2.643716 2.128502 0.0801 0.0557 -0.0050
H 2.080628 -0.941752 5.231851 -0.0006 -0.0173 -0.0064
H 1.367864 0.624943 4.833617 0.0147 0.0112 -0.0018
H 2.734337 -0.003838 3.884535 0.0043 0.0263 0.0106
C -1.149465 -4.455876 1.070021 0.0445 -0.0052 -0.0049
Si -1.907521 -3.137465 -0.031354 0.0382 0.0139 0.0026
C -2.434579 -1.636515 0.964660 0.0331 0.0030 -0.0332
C -3.390838 -3.902394 -0.883821 0.0151 -0.0160 0.0103
Si -0.386635 -2.444833 -1.693351 -0.0950 -0.0225 0.0492
Te 1.265687 -0.641579 -0.944060 0.0647 0.1148 0.0033
Si 1.225570 -4.099303 -2.159861 0.0037 -0.0662 0.0002
C 2.299678 -4.405762 -0.652275 0.0004 0.0001 0.0161
C 2.307199 -3.510298 -3.573960 -0.0023 0.0017 0.0150
C 0.355856 -5.700917 -2.603842 0.0386 -0.0037 0.0134
Si -1.416663 -1.753007 -3.713545 -0.0070 0.0076 -0.0315
C -3.172392 -1.116333 -3.487412 -0.0816 -0.0305 0.0904
C -1.566436 -3.276702 -4.802663 0.0329 0.0090 0.0106
C -0.331930 -0.475633 -4.576795 0.0210 -0.0004 0.0067
H -1.725485 -4.565808 1.992307 -0.0227 0.0050 -0.0030
H -0.112990 -4.257065 1.340657 -0.0536 -0.0310 -0.0033
H -1.175487 -5.417261 0.552419 0.0273 -0.0168 0.0001
H -3.040486 -1.914471 1.831058 -0.0027 -0.0126 -0.0051
H -3.033977 -0.970062 0.341709 -0.0161 -0.0072 -0.0348
H -1.562968 -1.076352 1.315524 -0.0678 -0.0165 0.0041
H -4.032796 -4.393334 -0.147706 0.0064 0.0048 0.0065
H -3.085585 -4.660094 -1.609768 -0.0078 0.0102 0.0047
H -3.989573 -3.154157 -1.400957 -0.0270 0.0403 -0.0631
H 2.753981 -3.484854 -0.282279 0.0027 0.0059 0.0055
H 3.105429 -5.096123 -0.915532 0.0012 -0.0019 0.0007
H 1.728106 -4.859244 0.159529 0.0095 0.0066 -0.0044
H 2.830035 -2.587525 -3.312731 -0.0030 0.0048 -0.0001
H 1.727916 -3.323134 -4.479053 -0.0113 0.0142 -0.0258
H 3.061459 -4.264858 -3.810667 0.0008 -0.0036 0.0014
H -0.262939 -6.052407 -1.775375 -0.0194 0.0006 -0.0099
H 1.094299 -6.479030 -2.814084 0.0094 0.0057 0.0080
H -0.276070 -5.600685 -3.485068 -0.0500 0.0124 -0.0325
H -3.869220 -1.954074 -3.539352 -0.0291 -0.0324 0.0136
H -3.420668 -0.438006 -4.307976 0.0016 0.0090 0.0015
H -3.346421 -0.585438 -2.551005 -0.0313 -0.1287 -0.1421
H -2.144255 -4.066829 -4.319386 0.0023 -0.0091 0.0228
H -0.594569 -3.684504 -5.082381 0.0167 -0.0244 -0.0095
H -2.091733 -3.005834 -5.722686 0.0093 0.0103 -0.0066
H 0.543405 -0.200368 -3.985771 0.0054 0.0114 -0.0114
H -0.893540 0.436093 -4.788806 -0.0121 0.0040 0.0098
H 0.023416 -0.873378 -5.529763 0.0107 0.0022 0.0015
```
Forces are in eV/Å.

Properties
E in eV: -120701.776
<S²>: 0.79
Kohn-Sham gap (alpha / beta) in eV: 6.63 / 6.98
Multiplicity: 2
Net charge: +1

Löwdin atomic charge list, values in e, 6 entries: atom 1 (V): 0.47, atom 2 (C): -0.16, atom 3 (Si): 0.44, atom 4 (C): -0.16, atom 5 (C): -0.16, atom 6 (C): -0.53